# 1
# C21H50BNO8P

3 unconnected molecules or ions with the total composition C21H50BNO8P (ωB97M-V/def2-TZVPD, OMol25).

```
82
C21H50BNO8P (ωB97M-V/def2-TZVPD)
C 2.975 -5.429 1.013
O 2.374 -4.297 0.444
C 2.033 -4.444 -0.931
C 3.278 -4.447 -1.826
C 4.163 -3.200 -1.669
C 3.797 -2.046 -2.613
C 2.312 -1.685 -2.581
C 1.948 -0.307 -3.131
C 0.419 -0.119 -3.107
C -0.176 0.549 -1.858
C -0.499 -0.409 -0.665
C 0.448 -0.173 0.528
O 1.755 0.268 0.172
C 2.774 -0.379 0.893
C -1.943 -0.163 -0.146
O -2.743 -1.070 -0.855
B -1.871 -2.277 -0.806
P -2.430 -3.657 -2.078
N -1.474 -4.878 -2.330
O -2.904 -2.919 -3.458
O -3.919 -4.129 -1.538
O -0.526 -1.755 -1.075
H 2.658 -6.353 0.508
H 4.072 -5.373 0.977
H 2.662 -5.485 2.060
H 1.467 -5.377 -1.076
H 1.347 -3.625 -1.161
H 2.956 -4.559 -2.869
H 3.869 -5.340 -1.575
H 4.124 -2.868 -0.624
H 5.209 -3.478 -1.862
H 4.418 -1.169 -2.388
H 4.052 -2.363 -3.636
H 1.934 -1.742 -1.557
H 1.759 -2.434 -3.164
H 2.447 0.466 -2.530
H 2.310 -0.216 -4.165
H -0.029 -1.117 -3.164
H 0.074 0.414 -4.001
H -1.110 1.038 -2.162
H 0.491 1.331 -1.486
H 0.519 -1.109 1.099
H 0.005 0.593 1.187
H 2.799 -0.043 1.942
H 3.723 -0.121 0.414
H 2.655 -1.472 0.887
H -1.963 -0.396 0.937
H -2.268 0.877 -0.279
H -1.991 -2.837 0.303
H -1.923 -5.765 -2.134
H -3.594 -3.436 -3.878
H -3.929 -4.045 -0.582
C -1.851 5.792 -2.045
C -2.241 4.923 -0.860
O -1.422 3.788 -0.683
C -0.046 4.033 -0.450
C 0.222 4.837 0.810
H -1.850 5.203 -2.963
H -2.566 6.609 -2.155
H -0.860 6.232 -1.922
H -3.242 4.518 -1.014
H -2.277 5.528 0.056
H 0.421 4.502 -1.324
H 0.398 3.044 -0.345
H -0.200 5.843 0.763
H 1.294 4.935 0.984
H -0.219 4.314 1.659
C -2.747 3.621 3.256
C -2.101 2.266 3.490
O -1.087 2.279 4.484
C -1.496 2.661 5.781
C -2.563 1.765 6.389
H -1.987 4.356 2.987
H -3.464 3.547 2.437
H -3.279 3.990 4.134
H -1.597 1.935 2.582
H -2.861 1.512 3.721
H -1.830 3.707 5.793
H -0.588 2.611 6.383
H -3.498 1.803 5.828
H -2.776 2.086 7.410
H -2.223 0.729 6.413
```

Properties
total charge = -1
gap between HOMO and LUMO = 7.077 eV
2S+1 = 1
molecular weight = 486.4 g mol⁻¹
HOMO level = -4.6 eV
maximum force = 0.60 eV/A
LUMO energy = 2.508 eV

# 2
# C21H50F2N7O10S2V

A molecular structure, C21H50F2N7O10S2V at a distorted geometry (ωB97M-V/def2-TZVPD, OMol25).

```
93
C21H50F2N7O10S2V (ωB97M-V/def2-TZVPD)
O -0.110 0.431 0.104
V -1.563 -0.106 0.127
N -2.513 1.565 -0.578
S -2.201 2.419 -1.984
O -1.814 3.749 -1.717
O -3.064 2.154 -3.069
F -0.880 1.651 -2.353
S -3.725 2.465 0.009
O -4.874 2.453 -0.823
O -3.388 3.648 0.697
F -4.190 1.440 1.156
C 3.164 -0.192 1.214
C 4.663 -0.461 1.198
N 5.464 0.520 0.501
C 5.539 1.799 1.183
C 6.448 2.804 0.503
C 5.280 0.600 -0.946
C 5.225 -0.746 -1.620
H 2.911 0.765 1.671
H 2.608 -0.967 1.755
H 2.734 -0.181 0.208
H 5.057 -0.581 2.211
H 4.823 -1.436 0.728
H 5.965 1.610 2.173
H 4.542 2.257 1.284
H 6.546 3.735 1.063
H 5.980 3.130 -0.432
H 7.443 2.431 0.264
H 4.445 1.273 -1.215
H 6.159 1.124 -1.327
H 5.230 -0.652 -2.708
H 6.034 -1.408 -1.319
H 4.264 -1.235 -1.422
C -0.101 4.234 1.452
O 0.287 3.104 1.205
N 0.063 5.304 0.658
C -0.360 6.618 1.110
C 0.860 5.273 -0.550
H -0.715 4.447 2.342
H -0.505 6.594 2.189
H -1.256 6.960 0.593
H 0.442 7.335 0.928
H 1.674 5.993 -0.507
H 1.342 4.296 -0.643
H 0.208 5.333 -1.421
C -0.302 -3.165 0.913
O -0.606 -1.991 0.743
N 0.706 -3.764 0.289
C 1.675 -3.003 -0.471
C 0.995 -5.165 0.457
H -0.830 -3.850 1.593
H 1.859 -3.503 -1.428
H 2.640 -2.968 0.037
H 1.316 -2.005 -0.701
H 1.992 -5.334 0.866
H 0.277 -5.637 1.128
H 0.933 -5.675 -0.506
C -2.156 0.218 3.358
O -1.932 0.091 2.158
N -1.342 -0.210 4.308
C -1.659 -0.036 5.710
C -0.146 -0.976 4.013
H -3.082 0.651 3.751
H -2.645 0.410 5.851
H -0.992 0.692 6.175
H -1.640 -0.988 6.237
H 0.412 -0.581 3.167
H 0.537 -0.887 4.858
H -0.378 -2.036 3.891
C -1.266 -1.189 -3.046
O -1.556 -0.961 -1.869
N -1.298 -2.396 -3.581
C -1.560 -3.571 -2.790
C -1.207 -2.624 -5.017
H -1.036 -0.381 -3.749
H -1.470 -3.299 -1.739
H -0.841 -4.360 -3.004
H -2.580 -3.936 -2.932
H -1.061 -1.721 -5.599
H -0.349 -3.280 -5.198
H -2.064 -3.214 -5.344
C -4.315 -2.012 -0.247
O -3.352 -1.288 0.046
N -5.165 -1.761 -1.225
C -5.077 -0.584 -2.080
C -6.225 -2.698 -1.544
H -4.543 -2.920 0.320
H -4.998 -0.848 -3.133
H -4.234 0.053 -1.834
H -5.985 -0.011 -1.884
H -7.187 -2.273 -1.244
H -6.294 -2.934 -2.604
H -6.107 -3.629 -0.992
```

Properties
total charge = +1
gap between HOMO and LUMO (spin up / spin down) = 7.385 / 7.399 eV
2S+1 = 2
molecular weight = 713.7 g mol⁻¹
HOMO level (spin up / spin down) = -9.6 / -9.6 eV
maximum force = 3.95 eV/A
LUMO energy (spin up / spin down) = -2.231 / -2.217 eV

# 3
# C21H50N3O8P2S

3 unconnected molecules or ions with the total composition C21H50N3O8P2S at a distorted geometry (ωB97M-V/def2-TZVPD, OMol25).

```
85
C21H50N3O8P2S (ωB97M-V/def2-TZVPD)
N 1.726 4.299 1.380
C 1.330 2.960 1.942
C 0.608 2.157 0.771
C 0.214 0.661 1.115
P -0.314 -0.123 -0.546
S -0.611 1.188 -1.989
C 1.286 -0.150 2.037
C 2.150 -1.300 1.386
C 3.533 -0.611 0.718
C 4.467 0.198 1.811
O 3.553 0.875 0.707
C 0.460 -0.940 3.201
N -0.613 0.110 3.452
C -1.084 0.364 2.035
P -2.715 1.296 1.834
N -2.797 2.237 0.372
O -3.873 0.036 1.606
H 0.995 4.661 0.761
H 2.506 4.061 0.745
H 0.626 3.157 2.813
H 2.290 2.500 2.308
H 1.363 2.098 -0.082
H -0.233 2.800 0.392
H -1.577 -0.819 -0.412
H 0.620 -1.063 -1.069
H 1.976 0.466 2.691
H 2.534 -2.074 2.128
H 1.657 -1.879 0.557
H 4.084 -1.205 -0.127
H 4.051 0.403 2.838
H 5.307 0.855 1.456
H 0.016 -1.939 2.935
H 1.228 -1.030 4.018
H -1.325 -0.101 4.161
H -0.011 0.921 3.690
H -1.330 -0.711 1.717
H -3.027 3.203 0.653
H -3.584 1.928 -0.217
H -3.571 -0.529 0.859
C -7.089 -0.553 2.493
O -7.918 0.359 1.802
C -7.177 1.311 1.052
C -7.947 1.743 -0.189
O -7.942 0.773 -1.236
C -8.722 -0.404 -1.022
C -10.224 -0.162 -1.076
O -10.675 0.441 0.132
C -11.802 1.275 -0.066
H -6.515 -0.038 3.269
H -7.727 -1.304 2.961
H -6.414 -1.066 1.798
H -6.209 0.897 0.746
H -7.005 2.181 1.697
H -7.445 2.620 -0.606
H -8.965 2.053 0.054
H -8.425 -0.911 -0.104
H -8.464 -1.073 -1.848
H -10.747 -1.120 -1.180
H -10.458 0.471 -1.939
H -11.587 2.046 -0.812
H -12.026 1.769 0.880
H -12.668 0.682 -0.374
C 10.938 -1.798 -2.299
O 9.647 -2.292 -2.598
C 9.067 -3.001 -1.513
C 7.551 -2.861 -1.526
O 7.085 -1.589 -1.070
C 7.313 -0.479 -1.941
C 6.451 -0.496 -3.196
O 6.962 -1.430 -4.139
C 5.949 -1.989 -4.953
H 11.642 -2.622 -2.156
H 11.271 -1.187 -3.139
H 10.913 -1.162 -1.407
H 9.453 -2.632 -0.555
H 9.338 -4.057 -1.623
H 7.142 -3.588 -0.820
H 7.131 -3.105 -2.503
H 8.372 -0.376 -2.176
H 7.034 0.404 -1.358
H 6.472 0.493 -3.669
H 5.418 -0.743 -2.923
H 5.175 -2.462 -4.339
H 6.405 -2.757 -5.578
H 5.506 -1.222 -5.595
```

Properties
total charge = +1
gap between HOMO and LUMO = 7.616 eV
2S+1 = 1
molecular weight = 566.7 g mol⁻¹
HOMO level = -10.7 eV
maximum force = 4.58 eV/A
LUMO energy = -3.108 eV

# 4
# C21H50N6O5

6 unconnected molecules or ions with the total composition C21H50N6O5 at a distorted geometry (ωB97M-V/def2-TZVPD, OMol25).

```
82
C21H50N6O5 (ωB97M-V/def2-TZVPD)
C 2.272 2.040 -0.414
C 2.709 1.700 1.051
N 2.285 2.851 1.937
C 2.467 4.267 1.484
C 4.035 4.576 1.220
C 2.692 2.624 3.336
C 2.104 3.541 4.436
H 2.907 2.802 -0.866
H 1.230 2.359 -0.456
H 2.396 1.203 -1.101
H 2.014 0.891 1.274
H 3.773 1.466 1.019
H 1.994 4.466 0.522
H 2.071 5.076 2.097
H 4.453 3.977 0.411
H 4.108 5.640 0.995
H 4.707 4.417 2.063
H 3.781 2.611 3.294
H 2.405 1.634 3.691
H 2.340 3.180 5.438
H 1.059 3.697 4.169
H 2.462 4.569 4.382
C 0.187 -0.272 -2.491
N -0.490 -0.055 -1.182
C -0.403 -0.766 -0.106
C -1.138 -0.201 1.081
O 0.133 -1.873 -0.006
H 1.159 0.209 -2.604
H -0.255 0.194 -3.372
H 0.540 -1.288 -2.665
H -1.037 0.784 -1.056
H -1.946 0.468 0.786
H -0.630 0.470 1.773
H -1.644 -0.959 1.678
C -2.088 3.429 2.373
N -2.185 3.934 1.048
C -3.256 3.674 0.322
C -3.151 3.961 -1.121
O -4.296 3.211 0.767
H -1.031 3.221 2.536
H -2.618 2.544 2.726
H -2.235 4.296 3.016
H -1.388 4.292 0.541
H -2.798 3.024 -1.551
H -2.290 4.611 -1.279
H -4.026 4.390 -1.610
C -3.112 -2.670 -1.408
N -3.997 -2.485 -0.337
C -4.804 -1.524 0.025
C -4.810 -0.185 -0.807
O -5.699 -1.622 0.829
H -3.160 -3.748 -1.560
H -2.144 -2.281 -1.094
H -3.446 -2.220 -2.344
H -3.993 -3.345 0.191
H -4.556 0.606 -0.102
H -5.809 0.153 -1.082
H -4.230 -0.226 -1.729
C 0.357 -4.309 -2.337
N 0.150 -4.650 -3.777
C -0.421 -3.879 -4.669
C -0.384 -4.306 -6.016
O -0.868 -2.739 -4.375
H -0.216 -3.491 -1.900
H 1.423 -4.201 -2.132
H -0.034 -5.200 -1.846
H 0.680 -5.417 -4.167
H -0.832 -3.613 -6.729
H -0.723 -5.342 -6.016
H 0.628 -4.449 -6.395
C 1.097 -4.826 1.414
N 1.655 -3.507 1.455
C 2.906 -3.241 1.900
C 3.205 -1.765 2.015
O 3.763 -4.041 1.981
H 0.632 -5.169 0.490
H 0.399 -4.699 2.241
H 1.786 -5.559 1.835
H 1.238 -2.768 0.907
H 3.962 -1.565 2.773
H 2.300 -1.162 2.088
H 3.675 -1.442 1.087
```

Properties
total charge = 0
gap between HOMO and LUMO = 8.706 eV
2S+1 = 1
molecular weight = 466.7 g mol⁻¹
HOMO level = -8.5 eV
structure (SMILES) = CCN(CC)CC.CNC(C)=O.CNC(C)=O.CNC(C)=O.CNC(C)=O.CNC(C)=O
maximum force = 5.53 eV/A
LUMO energy = 0.198 eV

# 5
# C21H50NO6P

5 unconnected molecules or ions with the total composition C21H50NO6P (ωB97M-V/def2-TZVPD, OMol25).

```
79
C21H50NO6P (ωB97M-V/def2-TZVPD)
C 3.491 0.930 2.340
C 2.791 0.585 1.023
C 2.272 1.811 0.263
C 0.897 2.348 0.698
C 0.973 3.268 1.918
C -0.147 1.262 0.880
C -1.585 1.560 0.493
C -2.265 0.306 1.070
P -2.337 -1.052 -0.145
N -3.441 -0.832 -1.230
C -1.414 0.050 2.310
O -1.673 -0.678 3.218
O -0.302 0.820 2.263
H 2.766 1.082 3.135
H 4.089 1.835 2.242
H 4.139 0.110 2.651
H 1.982 -0.114 1.247
H 3.482 0.042 0.376
H 2.243 1.624 -0.813
H 2.987 2.624 0.403
H 0.519 2.970 -0.120
H 1.594 4.134 1.694
H 1.372 2.760 2.794
H -0.017 3.641 2.188
H 0.180 0.367 0.341
H -1.918 2.393 1.118
H -1.755 1.788 -0.555
H -3.307 0.454 1.352
H -2.379 -2.229 0.619
H -1.023 -1.053 -0.647
H -4.099 -1.602 -1.253
C 2.077 2.972 6.606
C 3.435 2.399 6.231
C 4.540 2.916 7.137
O 3.733 2.667 4.862
H 2.089 4.062 6.505
H 1.302 2.578 5.949
H 1.816 2.730 7.637
H 3.396 1.310 6.292
H 4.618 4.004 7.052
H 5.500 2.485 6.853
H 4.342 2.672 8.181
H 3.779 3.624 4.752
C -3.445 -2.313 -4.497
C -2.596 -3.569 -4.568
C -2.877 -4.392 -5.813
O -2.788 -4.365 -3.387
H -4.507 -2.578 -4.474
H -3.224 -1.739 -3.598
H -3.277 -1.676 -5.367
H -1.539 -3.298 -4.542
H -3.924 -4.708 -5.824
H -2.259 -5.288 -5.834
H -2.690 -3.805 -6.714
H -3.720 -4.614 -3.367
C -3.527 -8.778 -2.539
C -2.285 -8.437 -3.350
C -1.040 -8.395 -2.478
O -2.456 -7.207 -4.043
H -3.694 -8.014 -1.774
H -4.406 -8.811 -3.184
H -3.424 -9.742 -2.039
H -2.152 -9.184 -4.135
H -1.144 -7.621 -1.713
H -0.162 -8.159 -3.079
H -0.874 -9.350 -1.976
H -2.574 -6.495 -3.398
C 1.843 7.081 -2.527
C 1.406 5.895 -1.685
C 0.281 6.257 -0.727
O 2.511 5.354 -0.959
H 2.212 7.884 -1.882
H 2.647 6.793 -3.204
H 1.014 7.475 -3.116
H 1.080 5.085 -2.341
H 0.621 7.024 -0.025
H -0.014 5.379 -0.151
H -0.595 6.643 -1.249
H 2.836 6.045 -0.370
```

Properties
total charge = 0
gap between HOMO and LUMO = 9.589 eV
2S+1 = 1
molecular weight = 443.6 g mol⁻¹
HOMO level = -9.0 eV
structure (SMILES) = CCC[C@H](C)[C@@H]1C[C@@H]([PH2]=N)C(=O)O1.CC(C)O.CC(C)O.CC(C)O.CC(C)O
maximum force = 0.61 eV/A
LUMO energy = 0.630 eV

Which formula does entry 2 have? C21H50F2N7O10S2V

Look up the maximum force of the fifth one. 0.61 eV/A

maximum force of number 3 (C21H50N3O8P2S)? 4.58 eV/A